# 1
134
Properties=species:S:1:pos:R:3:forces:R:3:mulliken_spin:R:1 method="wB97M-V/def2-TZVPD" energy_ha=-2985.53047 mol_weight_g_mol=780.091 lumo_ha="-0.5646 / -0.7749" gap_ev="7.3 / 1.6" multiplicity=2 charge=+7 s_squared=0.754
C -0.42684 5.03386 1.72910 1.523 0.698 -1.301 0.00
C 0.53137 5.96147 0.78031 0.065 -0.482 1.435 0.00
C 1.21453 5.28167 -0.40852 -2.018 -1.731 -0.577 0.00
O 1.86956 6.08567 -1.26675 0.829 2.721 0.358 0.00
C 1.63818 5.93734 -2.63714 1.263 -0.253 -0.901 0.00
N -0.24512 7.21759 0.27818 0.968 -1.759 0.919 0.00
H -0.27493 7.88439 1.03619 -0.405 0.478 0.360 0.00
H 0.20868 7.67094 -0.50197 0.509 0.134 -0.584 0.00
H -1.16635 6.90042 0.01201 -0.481 0.387 -0.080 0.00
H -0.90790 5.58903 2.53438 -0.120 0.292 -0.345 0.00
H 0.20520 4.31503 2.25053 0.310 0.126 -0.122 0.00
H -1.11952 4.41864 1.15481 -0.249 0.398 -0.123 0.00
H 1.36109 6.27632 1.41318 -0.360 0.758 0.158 0.00
H 0.39579 4.85108 -0.98502 -0.377 -0.815 -0.043 0.00
H 1.92123 4.49094 -0.15670 -0.386 -0.340 0.947 0.00
H 0.63755 6.20277 -2.97828 -0.079 0.099 0.126 0.00
H 1.92081 4.93708 -2.96533 -0.425 -0.450 0.049 0.00
H 2.41714 6.53925 -3.10514 -0.492 0.425 -0.163 0.00
C 0.43381 -0.74069 4.41223 1.630 1.318 0.532 0.00
C -0.80901 -1.52726 4.18102 0.280 -1.187 1.317 0.00
C -1.19679 -2.48153 5.41701 -0.286 0.522 -0.699 0.00
O -2.47718 -3.08043 5.24444 0.295 0.380 -0.202 0.00
C -2.47991 -4.30659 4.53630 0.415 -0.612 0.249 0.00
N -1.93050 -0.56460 3.81700 -0.300 -1.486 0.733 0.00
H -2.80490 -1.04525 3.97350 -0.650 -0.647 0.148 0.00
H -2.03851 0.26827 4.37803 0.691 0.476 0.412 0.00
H -1.89684 -0.35772 2.82899 0.158 0.507 -0.820 0.00
H 1.31121 -1.26648 4.78880 -0.345 -0.768 0.002 0.00
H 0.35998 0.05055 5.15827 -0.622 -0.042 0.333 0.00
H 0.83746 -0.18724 3.56437 -0.445 -0.325 -0.442 0.00
H -0.64110 -2.18942 3.33164 -0.480 0.254 -0.330 0.00
H -1.15013 -1.90590 6.34145 -0.554 0.125 0.028 0.00
H -0.47347 -3.28113 5.57682 0.471 0.175 -0.483 0.00
H -1.72914 -5.04077 4.82857 0.391 0.279 0.796 0.00
H -2.22958 -4.17961 3.48306 -0.448 0.358 -0.669 0.00
H -3.41121 -4.84940 4.69795 -0.241 0.570 -0.179 0.00
C -2.11936 -3.61812 -0.10720 -0.824 1.241 0.499 0.01
C -2.90296 -4.88045 -0.21408 1.536 -1.333 0.221 0.08
C -3.73388 -4.80611 -1.48458 0.350 -0.370 -0.225 -0.01
O -4.37698 -6.01210 -1.73575 -1.097 -1.941 1.143 0.68
C -5.42292 -6.46697 -0.87133 -0.558 1.125 -1.353 0.05
N -1.85500 -6.03760 -0.31229 -1.082 -0.073 0.217 0.00
H -1.26036 -6.07916 0.50305 0.387 0.349 0.668 0.00
H -2.28279 -6.95252 -0.31226 -0.441 -0.750 -0.159 0.00
H -1.24147 -6.02574 -1.11451 0.263 0.294 -0.647 0.00
H -1.98660 -3.38544 0.94937 0.749 -0.040 -0.091 0.01
H -2.78350 -2.81944 -0.43756 0.168 0.290 -0.111 0.00
H -1.22479 -3.57235 -0.72829 0.048 -0.098 0.267 0.00
H -3.44760 -5.11310 0.70098 -0.318 0.077 -0.195 0.00
H -3.04634 -4.72790 -2.32677 -0.311 0.699 -0.141 0.01
H -4.48073 -4.02323 -1.35266 0.039 0.258 -0.230 0.02
H -6.02021 -7.15523 -1.46936 -0.193 -0.192 -0.219 0.04
H -5.96000 -5.61254 -0.45951 -0.115 0.080 0.046 0.01
H -5.10526 -7.07499 -0.02428 0.807 -0.523 0.373 0.10
C 4.02024 -2.03816 -0.82459 -0.634 -1.377 0.708 0.00
C 3.65162 -3.30430 0.06765 1.570 0.733 0.435 0.00
C 4.97692 -3.86741 0.71138 -1.984 -0.684 0.363 0.00
O 4.53183 -4.92965 1.56214 -0.622 1.267 -1.607 0.00
C 5.50990 -5.70801 2.19693 1.652 0.053 0.911 0.00
N 2.70402 -2.91854 1.18597 0.445 0.439 -0.079 0.00
H 1.86794 -2.49377 0.81097 -0.421 0.879 -0.172 0.00
H 2.35313 -3.68529 1.74192 0.663 -0.798 0.302 0.00
H 3.17312 -2.27270 1.80479 0.012 0.391 0.482 0.00
H 3.12015 -1.50216 -1.12567 0.000 -0.166 -0.494 0.00
H 4.62531 -2.43505 -1.63973 -0.439 0.130 -0.354 0.00
H 4.65855 -1.28517 -0.36236 -0.009 -0.318 0.677 0.00
H 3.02811 -4.08210 -0.37323 0.785 -0.057 -0.934 0.00
H 5.43730 -3.06211 1.28376 0.170 0.166 0.256 0.00
H 5.67958 -4.15386 -0.07112 -0.056 -0.335 -0.077 0.00
H 6.19427 -5.07541 2.76224 -0.410 0.293 0.780 0.00
H 6.27108 -6.16703 1.56605 -0.751 -0.609 -0.768 0.00
H 4.97714 -6.40879 2.83971 0.357 -0.001 -0.171 0.00
C -3.49190 2.42157 -0.18085 1.659 -0.011 -0.508 0.00
C -4.86627 2.67338 0.30745 -0.414 1.137 0.537 0.00
C -4.87051 3.62704 1.53485 -1.109 1.204 0.465 0.00
O -6.10894 4.21566 1.94639 0.686 -2.161 0.311 0.00
C -6.79196 3.35434 2.91315 -1.629 1.002 -0.896 0.00
N -5.57822 3.43849 -0.82730 0.162 -1.908 0.770 0.00
H -6.57423 3.27872 -0.77690 -0.786 0.847 0.427 0.00
H -5.28248 4.40292 -0.77726 -0.473 0.618 -0.172 0.00
H -5.33696 3.02200 -1.71523 0.420 0.146 -0.551 0.00
H -3.50735 1.80630 -1.08046 0.061 -0.262 0.019 0.00
H -2.82056 1.95418 0.53954 -0.477 -0.261 0.126 0.00
H -2.94022 3.31902 -0.46073 -0.266 0.425 -0.049 0.00
H -5.33039 1.70104 0.47254 -0.629 0.355 -0.011 0.00
H -4.36529 4.56084 1.28814 0.978 -0.291 -0.369 0.00
H -4.40326 3.15469 2.39895 0.318 -0.171 -0.143 0.00
H -7.80021 3.76763 2.88619 -0.157 -0.322 0.061 0.00
H -6.52579 3.42803 3.96758 0.941 0.125 -0.237 0.00
H -6.84244 2.33080 2.54180 0.147 -0.112 0.154 0.00
C 6.63208 1.76786 -3.68442 0.604 1.145 1.272 0.00
C 6.94487 2.28367 -2.23486 -0.264 -0.123 0.896 0.00
C 5.69921 2.20089 -1.30991 1.281 -0.299 -0.568 0.00
O 6.00416 2.37564 0.08116 -1.877 -0.300 -0.909 0.00
C 4.73012 2.42512 0.78883 0.630 0.361 0.606 0.00
N 8.10777 1.47769 -1.57656 -0.997 0.755 -0.574 0.00
H 8.95765 1.92022 -1.89587 0.744 -0.325 -0.390 0.00
H 8.12119 1.58038 -0.57188 -0.304 0.184 0.698 0.00
H 8.07476 0.49069 -1.78833 0.298 -0.356 -0.312 0.00
H 6.00579 0.87641 -3.65015 0.293 -0.127 -0.078 0.00
H 7.56762 1.64211 -4.22944 -0.103 -0.365 -0.060 0.00
H 6.09951 2.54773 -4.22872 -0.090 0.016 0.125 0.00
H 7.33211 3.29788 -2.13715 -0.043 0.067 -0.654 0.00
H 5.30273 1.21624 -1.55763 -0.565 -0.361 0.590 0.00
H 4.99879 2.95062 -1.67792 -0.082 0.127 0.093 0.00
H 4.00621 3.09788 0.32901 0.270 0.258 -0.362 0.00
H 4.89637 2.78978 1.80247 0.371 0.021 -0.147 0.00
H 4.20991 1.47338 0.89687 0.415 -0.492 -0.344 0.00
C -2.34182 -2.46251 -3.95488 -0.270 1.675 -0.039 0.00
C -1.40613 -1.24258 -4.41233 -0.373 -1.011 -0.152 0.00
C -1.92258 0.20754 -4.06615 0.553 -1.056 0.060 0.00
O -0.92702 1.16414 -4.38616 -0.198 -1.110 1.197 0.00
C -1.38627 2.48605 -4.25472 0.866 1.974 -1.612 0.00
N -0.00984 -1.52920 -3.76369 -0.844 0.897 -0.198 0.00
H 0.08014 -0.93960 -2.94859 0.083 0.520 0.717 0.00
H 0.12094 -2.48011 -3.44943 -0.226 -0.385 -0.212 0.00
H 0.75121 -1.30841 -4.38992 0.266 0.236 -0.483 0.00
H -1.90337 -3.46005 -3.92671 0.533 0.199 -0.479 0.00
H -3.25883 -2.53473 -4.53967 0.284 0.126 -0.526 0.00
H -2.74508 -2.27166 -2.96036 0.295 0.298 0.383 0.00
H -1.19594 -1.25490 -5.48180 -0.164 -0.328 0.012 0.00
H -2.18792 0.16366 -3.00985 0.128 0.487 0.375 0.00
H -2.83186 0.43653 -4.62192 -0.123 -0.405 -0.280 0.00
H -1.59955 2.96698 -3.30009 -0.650 -1.144 0.660 0.00
H -2.09962 2.73027 -5.04186 -0.712 -0.270 0.368 0.00
H -0.58451 3.15932 -4.55800 0.584 -0.431 -0.249 0.00
C 0.47295 1.32226 0.77359 -0.955 -2.044 0.625 0.00
F 0.57870 1.50998 2.10065 -0.371 -0.130 -0.343 0.00
F -0.14509 2.33272 0.23969 -0.790 0.986 -0.516 0.00
F 1.69088 1.26957 0.28926 0.542 -0.496 -0.453 0.00
S -0.57781 -0.34919 0.36011 1.278 2.046 0.283 0.00
O -0.59064 -0.35379 -1.09522 -0.473 -0.111 0.335 0.00
O 0.24914 -1.38666 0.93720 0.319 -0.771 0.237 0.00
O -1.86768 -0.20249 1.04447 0.633 0.017 -0.684 0.00

=====

# 2
58
Properties=species:S:1:pos:R:3:forces:R:3:nbo_charge:R:1 method="wB97M-V/def2-TZVPD" energy_ha=-1717.35485 de_lowest_kcal_mol=558.5 mol_weight_g_mol=423.535 lumo_ha=-0.0501 gap_ev=7.0 multiplicity=1
C -0.56815 -2.13776 -4.59412 2.134 -2.094 -1.489 -0.59
C 0.22996 -2.35867 -3.37062 7.513 1.445 -4.811 -0.39
C 1.05459 -3.65793 -3.52967 0.654 0.304 -7.588 -0.35
H 0.42997 -4.54060 -3.82598 0.110 0.576 0.923 0.21
H 1.55220 -3.50384 -4.75594 -0.927 -0.383 3.420 0.17
C 2.15964 -3.99136 -2.63232 -0.474 3.986 0.659 -0.31
N 1.58012 -4.27122 -1.44210 -8.438 -5.601 11.962 -0.36
C 0.71506 -5.53409 -1.02505 2.535 3.636 -0.523 -0.03
C 0.09434 -5.39282 0.16501 1.348 2.378 -1.348 -0.13
N 0.30605 -4.00247 0.59246 -6.860 -8.076 6.690 -0.39
C 1.07664 -3.59181 -0.16536 9.123 6.462 -11.777 0.28
C 1.42941 -2.21092 -0.17672 5.064 8.733 -1.618 0.53
O 2.26309 -1.47833 -1.06840 -4.810 -5.108 4.818 -0.58
C 0.92654 -1.26400 0.98214 -5.713 -5.512 -3.049 -0.04
C 1.55999 -0.24893 1.41939 7.824 0.689 -1.430 -0.26
C 1.28920 0.59407 2.36549 -6.350 6.676 5.272 -0.14
C -0.12401 0.59463 2.66820 3.496 -2.612 0.285 -0.34
C -0.87220 -0.51975 2.18581 -9.334 8.355 9.133 -0.17
C -0.51444 -1.37724 1.43333 8.768 -8.215 -9.294 -0.20
H -0.91181 -2.20729 0.90957 -1.575 -0.394 0.537 0.24
H -2.06268 -0.66723 2.52468 3.218 1.066 -0.507 0.24
S -0.72714 1.51311 3.95866 -4.566 4.125 -1.030 2.35
O 0.16503 1.98895 4.95093 1.871 0.369 -0.835 -0.89
O -1.93443 1.01901 4.46199 -2.177 -3.404 1.180 -0.96
N -1.55269 2.84861 3.14104 7.766 4.087 2.627 -0.68
C -0.38206 4.09851 2.95457 -3.574 -7.721 -5.179 -0.25
H 0.24973 4.12797 3.65422 4.215 -0.679 6.554 0.21
C 0.52364 3.88690 1.81457 2.784 1.961 -6.528 -0.11
O 0.22956 4.79746 0.59857 -4.917 0.807 4.697 -0.61
C 1.02176 4.93486 -0.46051 -4.115 -3.262 -3.385 -0.22
H 1.89485 5.18672 -0.08681 4.997 2.216 0.416 0.16
H 0.38703 5.52635 -1.22934 1.884 -0.394 1.152 0.20
H 1.08768 3.88979 -0.86272 0.688 0.514 -0.735 0.13
H 0.58228 2.96965 1.16888 -0.351 -0.173 1.853 0.22
H 1.60454 4.25548 1.87360 -1.083 -0.933 1.373 0.19
H -0.86518 4.92634 3.03738 -3.273 5.325 -0.469 0.21
C -2.70203 2.94769 2.27167 9.821 12.692 -5.745 -0.17
C -2.07989 2.82650 0.82049 -8.349 -0.567 -2.562 -0.05
O -1.56639 1.59606 0.53561 2.143 -1.436 0.489 -0.58
C -1.25758 1.25898 -0.80442 1.811 8.645 1.160 -0.17
H -0.72179 2.39713 -1.32761 -1.243 -3.582 1.250 0.12
H -2.05585 1.11679 -1.36979 -4.353 -0.198 -2.254 0.17
H -0.68763 0.47550 -1.02269 3.181 -3.182 0.466 0.19
H -1.78449 3.72290 0.21875 0.495 -0.853 1.061 0.24
H -3.38122 2.59140 0.27359 2.749 1.359 0.710 0.08
H -3.13142 4.04155 2.48592 0.368 -2.691 -0.807 0.21
H -3.06748 2.24730 2.63295 -8.375 -11.635 4.414 0.18
H 1.75861 1.57725 2.84130 0.140 -2.819 -1.390 0.26
H 2.59713 -0.17339 1.20919 1.124 -0.235 -1.223 0.23
H -0.30433 -6.17466 0.74850 -0.787 -0.253 0.608 0.23
H 0.88395 -6.35728 -1.59824 0.070 -2.319 -1.448 0.20
H 2.66882 -4.87475 -2.74133 2.321 -1.434 -1.868 0.22
H 2.58590 -3.02450 -2.23340 1.342 -0.770 -1.778 0.30
H -0.26461 -2.51627 -2.57193 -4.153 -0.234 5.699 0.18
H 1.01249 -1.48431 -3.23645 -1.620 -1.657 0.129 0.21
H -1.11565 -3.01703 -4.69207 -1.611 -1.500 -0.486 0.20
H -0.10948 -2.00931 -5.60339 0.566 -0.025 1.117 0.21
H -1.17517 -1.36974 -4.47147 -3.098 3.547 0.501 0.20

=====

# 3
22
Properties=species:S:1:pos:R:3:forces:R:3:nbo_charge:R:1 method="wB97M-V/def2-TZVPD" energy_ha=-1068.10618 de_lowest_kcal_mol=27.1 mol_weight_g_mol=173.221 lumo_ha=-0.0234 gap_ev=7.1 multiplicity=1
H 2.79810 -2.51604 0.32302 -0.100 0.519 0.037 0.33
N 1.86099 -2.43189 -0.07762 -0.240 0.440 0.086 -0.62
C 1.30495 -1.27075 -0.04096 -1.691 -4.087 -0.816 0.08
C 1.79317 -0.01197 0.28514 -0.209 2.475 -0.107 -0.09
C 3.26377 0.12327 0.27944 -0.724 5.174 -1.956 -0.63
C 0.97013 1.07130 0.17499 -0.398 0.809 0.757 -0.15
C -0.47944 1.18914 0.19120 -1.582 -2.232 -0.145 -0.41
C -1.08510 2.46972 -0.37776 -0.185 -1.740 1.100 -0.65
P -1.31390 -0.17576 0.83493 0.538 0.598 -0.212 0.57
S -3.27921 -0.04741 0.13707 -0.909 -0.090 0.139 -0.12
C -3.67333 -1.85989 -0.10245 -0.101 2.134 -0.932 -0.68
H 0.23767 -1.31493 -0.41702 1.234 0.266 0.156 0.18
H 3.76541 -0.41601 0.95845 1.893 -2.500 2.000 0.22
H 3.63716 1.19744 0.41718 -1.020 -1.021 0.661 0.21
H 3.57318 0.11964 -0.73989 0.706 -1.433 -0.901 0.23
H 1.42051 2.05136 0.06990 0.503 0.095 0.187 0.20
H -2.08305 2.58742 -0.78479 -0.139 -1.104 -0.313 0.24
H -0.34983 2.73632 -1.04818 1.194 1.561 -1.655 0.21
H -1.12998 3.08171 0.47163 0.355 1.586 1.086 0.23
H -3.90510 -1.89515 -1.15285 0.472 -0.459 -0.447 0.22
H -4.48766 -2.30784 0.38035 -1.447 0.238 1.266 0.22
H -2.83843 -2.37967 0.21819 1.850 -1.230 0.008 0.22